ORCA calculation (the ωB97M-V functional and the def2-TZVPD basis) on a 9-piece molecular cluster, C27H64ClN9O9P overall at a distorted geometry.

Each line ends with the Löwdin charge.
Positions of all 111 atoms, in Å:
1 C 0.48497 3.14272 5.17743  -0.126
2 C -0.05339 4.39503 4.49220  -0.342
3 N -1.40795 4.69186 4.97000  -0.201
4 C -2.47245 4.17716 4.08060  -0.501
5 P -3.61278 3.32953 4.98973  0.538
6 O -4.55671 2.55910 3.82322  -0.464
7 Cl -5.37908 4.67116 5.47263  -0.085
8 H 1.49821 2.88363 4.84302  0.060
9 H -0.20634 2.32819 4.95096  0.041
10 H 0.52160 3.29789 6.26268  0.061
11 H -0.09529 4.20844 3.40785  0.089
12 H 0.61486 5.25080 4.65890  0.095
13 H -1.51209 5.69492 5.04676  0.074
14 H -2.85189 4.95848 3.41241  0.022
15 H -4.08492 1.73625 3.66444  -0.001
16 C -0.84504 0.45489 7.03862  -0.365
17 O -1.24934 0.14939 5.92935  -0.017
18 N -1.63817 0.83120 8.05621  -0.188
19 C -1.10450 1.21348 9.33816  -0.072
20 C -3.07709 0.87723 7.82933  -0.052
21 H 0.22776 0.47576 7.30024  0.129
22 H -1.48343 0.56938 10.13671  0.083
23 H -1.36325 2.24675 9.58049  0.090
24 H -0.01826 1.12949 9.31306  0.079
25 H -3.45355 -0.11248 7.56259  0.087
26 H -3.31569 1.56282 7.01365  0.008
27 H -3.55862 1.21333 8.74605  0.083
28 C 2.62888 -0.85451 4.60443  -0.358
29 O 3.80261 -1.00771 4.91226  -0.016
30 N 2.18810 -0.62116 3.36156  -0.182
31 C 0.77714 -0.46913 3.05513  -0.045
32 C 3.14622 -0.53839 2.27055  -0.050
33 H 1.81150 -0.90053 5.34377  0.128
34 H 0.47521 -1.24097 2.34085  0.070
35 H 0.56783 0.50713 2.61441  0.095
36 H 0.17928 -0.55996 3.96096  0.065
37 H 3.69162 -1.47489 2.16889  0.077
38 H 3.86628 0.26237 2.44686  0.090
39 H 2.60251 -0.35191 1.34943  0.076
40 C 3.57271 -3.12230 -1.10770  -0.336
41 O 3.18867 -2.42905 -0.18201  0.004
42 N 4.79404 -3.05751 -1.66224  -0.179
43 C 5.16071 -3.91523 -2.76870  -0.047
44 C 5.74427 -2.09238 -1.13966  -0.033
45 H 2.92325 -3.87660 -1.58608  0.131
46 H 6.01048 -4.55092 -2.50833  0.091
47 H 5.40233 -3.33075 -3.65697  0.068
48 H 4.31287 -4.55517 -3.00479  0.068
49 H 5.94815 -2.27876 -0.08476  0.092
50 H 5.35394 -1.07859 -1.22957  0.095
51 H 6.66810 -2.17361 -1.70831  0.083
52 C -1.07506 -2.59620 -2.33813  -0.346
53 O -0.35739 -3.24466 -3.09038  -0.024
54 N -1.01225 -2.63482 -1.00319  -0.177
55 C -1.86436 -1.82106 -0.15624  -0.047
56 C -0.03245 -3.49935 -0.36762  -0.029
57 H -1.84512 -1.90157 -2.71175  0.131
58 H -1.26021 -1.14796 0.45275  0.087
59 H -2.46213 -2.44901 0.50800  0.092
60 H -2.52246 -1.20885 -0.76559  0.059
61 H 0.97238 -3.21074 -0.66694  0.055
62 H -0.19878 -4.54335 -0.63813  0.092
63 H -0.11550 -3.38488 0.71028  0.086
64 C -3.63250 1.61593 -1.29017  -0.333
65 O -2.50222 1.18117 -1.18364  0.009
66 N -4.18675 1.99592 -2.46118  -0.200
67 C -5.53057 2.51965 -2.54095  -0.065
68 C -3.38670 1.87691 -3.66665  -0.045
69 H -4.30286 1.74866 -0.42532  0.141
70 H -6.16187 1.89902 -3.18146  0.086
71 H -5.53663 3.53789 -2.93627  0.087
72 H -5.96408 2.53806 -1.54256  0.083
73 H -3.08947 0.84172 -3.83830  0.085
74 H -2.47595 2.47089 -3.58873  0.093
75 H -3.97612 2.22701 -4.51162  0.082
76 C 5.09838 -2.78958 -6.37184  -0.350
77 O 4.78736 -1.91659 -5.57977  0.000
78 N 6.31373 -2.90148 -6.94198  -0.190
79 C 6.63202 -3.98851 -7.84211  -0.056
80 C 7.31928 -1.90394 -6.62486  -0.044
81 H 4.40827 -3.59295 -6.67450  0.114
82 H 7.45933 -4.58858 -7.45746  0.090
83 H 6.90745 -3.61554 -8.83160  0.087
84 H 5.76160 -4.63630 -7.93620  0.068
85 H 7.52596 -1.88425 -5.55419  0.087
86 H 6.98386 -0.90715 -6.91241  0.091
87 H 8.23286 -2.14754 -7.16303  0.083
88 C 2.75473 -5.80037 -7.17538  -0.361
89 O 3.91319 -5.99252 -6.83676  -0.018
90 N 1.76997 -5.40610 -6.35668  -0.185
91 C 0.42757 -5.14741 -6.83488  -0.052
92 C 2.04731 -5.21010 -4.93976  -0.025
93 H 2.42038 -5.92128 -8.22062  0.133
94 H 0.13935 -4.11342 -6.64127  0.095
95 H -0.29580 -5.79875 -6.34152  0.092
96 H 0.38779 -5.33068 -7.90785  0.079
97 H 2.84298 -4.47487 -4.81659  0.075
98 H 2.37476 -6.14366 -4.47988  0.096
99 H 1.14422 -4.84961 -4.45170  0.073
100 C -5.65355 6.86444 2.62200  -0.357
101 O -4.50657 7.22698 2.77572  0.008
102 N -6.26044 6.83963 1.40602  -0.205
103 C -7.62641 6.41151 1.24679  -0.075
104 C -5.48550 7.23968 0.25058  -0.059
105 H -6.29962 6.53041 3.44701  0.090
106 H -7.70119 5.53445 0.59743  0.081
107 H -8.25127 7.20356 0.82219  0.081
108 H -8.02496 6.14310 2.22392  0.084
109 H -4.60381 6.60746 0.13542  0.091
110 H -5.13735 8.26933 0.34927  0.086
111 H -6.11115 7.15435 -0.63705  0.077

Results
- Kohn-Sham gap: 5.08 eV
- E_LUMO: 1.81 eV
- Charge: -1

=====

ORCA calculation (the ωB97M-V functional and the def2-TZVPD basis) on C27H65BrGaO4 as an isolated structure.

Each line ends with the Löwdin charge.
Positions of all 98 atoms, in Å:
1 C -0.29068 -6.02762 3.39060  -0.109
2 C -1.15477 -4.76773 3.55040  -0.263
3 C -1.74144 -4.25346 2.23957  -0.225
4 C -3.06267 -3.51265 2.44808  -0.224
5 C -3.53302 -2.72361 1.23493  -0.201
6 C -3.08941 -1.26364 1.10461  -0.196
7 C -3.17601 -0.41227 2.37700  -0.198
8 C -1.84910 0.12339 2.92037  -0.209
9 C -0.63096 -0.78246 2.87180  -0.234
10 C 0.65785 0.01918 3.11135  -0.317
11 C 1.24972 0.51824 1.78813  -0.351
12 Ga 2.10056 -0.88882 0.60134  0.059
13 Br 2.89390 -2.73089 2.00356  -0.054
14 H 0.60990 -5.96247 3.99588  0.062
15 H 0.03528 -6.14040 2.35994  0.067
16 H -0.82568 -6.92159 3.69871  0.058
17 H -0.56847 -3.98816 4.03157  0.094
18 H -1.98426 -4.99343 4.22150  0.097
19 H -1.01774 -3.63631 1.70993  0.113
20 H -1.95282 -5.12619 1.61913  0.108
21 H -2.99585 -2.89669 3.34520  0.096
22 H -3.81402 -4.27415 2.66670  0.105
23 H -4.62196 -2.74286 1.17551  0.097
24 H -3.17226 -3.25290 0.35094  0.107
25 H -2.11177 -1.19403 0.63743  0.092
26 H -3.77043 -0.81438 0.38256  0.093
27 H -3.73693 -0.95292 3.14022  0.096
28 H -3.78364 0.46374 2.15421  0.088
29 H -2.00084 0.44212 3.95342  0.106
30 H -1.60766 1.03174 2.36259  0.107
31 H -0.54114 -1.25422 1.89460  0.068
32 H -0.73443 -1.59360 3.59577  0.101
33 H 1.37178 -0.62051 3.62494  0.062
34 H 0.41542 0.87538 3.74646  0.091
35 H 1.98967 1.29530 1.98640  0.025
36 H 0.44785 0.95809 1.19023  0.034
37 H 0.97985 -1.54069 -0.36883  -0.084
38 H 3.30366 -0.31106 -0.28856  -0.091
39 C -7.45175 3.43095 2.55960  -0.082
40 C -6.79467 2.71133 1.39303  -0.282
41 O -6.49713 1.35387 1.64530  -0.164
42 C -7.59084 0.51324 1.95108  -0.281
43 C -8.63749 0.42970 0.85235  -0.081
44 H -6.82870 3.35629 3.45156  0.081
45 H -7.58654 4.48570 2.31650  0.074
46 H -8.43345 3.01823 2.79718  0.063
47 H -5.83073 3.17194 1.17695  0.120
48 H -7.40560 2.81372 0.48761  0.107
49 H -8.05365 0.80924 2.90054  0.107
50 H -7.14744 -0.47003 2.10915  0.118
51 H -9.12743 1.38858 0.67582  0.063
52 H -9.40922 -0.28942 1.12981  0.074
53 H -8.18094 0.10527 -0.08350  0.081
54 C -3.34087 -1.72008 -4.09347  -0.085
55 C -3.14265 -0.78373 -2.91139  -0.289
56 O -2.12992 -1.18589 -2.02112  -0.176
57 C -0.80913 -1.28371 -2.52662  -0.289
58 C -0.21428 0.03080 -2.99130  -0.073
59 H -3.54572 -2.73325 -3.74456  0.078
60 H -4.18332 -1.38255 -4.70009  0.069
61 H -2.46135 -1.75663 -4.73749  0.063
62 H -4.05301 -0.75989 -2.30952  0.111
63 H -2.96834 0.24137 -3.26443  0.108
64 H -0.74888 -2.04666 -3.31319  0.109
65 H -0.22611 -1.65350 -1.68307  0.034
66 H -0.73004 0.46042 -3.85363  0.063
67 H 0.82921 -0.12098 -3.26928  0.079
68 H -0.24981 0.75686 -2.17741  0.074
69 C 4.83273 3.97751 -3.72616  -0.079
70 C 3.50713 3.25609 -3.90479  -0.293
71 O 3.50055 1.93499 -3.40681  -0.164
72 C 3.75775 1.79567 -2.01554  -0.300
73 C 2.76072 2.50939 -1.12222  -0.080
74 H 5.64144 3.41283 -4.19209  0.072
75 H 4.78761 4.96631 -4.18596  0.071
76 H 5.08788 4.11147 -2.67487  0.066
77 H 3.28298 3.15873 -4.96828  0.113
78 H 2.69141 3.84031 -3.46180  0.105
79 H 4.78140 2.11457 -1.78239  0.099
80 H 3.70833 0.72389 -1.82308  0.049
81 H 2.78032 3.59317 -1.25605  0.065
82 H 2.98637 2.29836 -0.07705  0.062
83 H 1.74902 2.15960 -1.33048  0.072
84 C 9.98651 2.24376 -0.63202  -0.084
85 C 8.50070 2.52041 -0.79127  -0.284
86 O 8.06189 2.57198 -2.13524  -0.170
87 C 8.24520 1.39046 -2.89648  -0.281
88 C 7.53246 0.17205 -2.33789  -0.065
89 H 10.57406 2.98632 -1.17427  0.078
90 H 10.25974 2.28608 0.42288  0.074
91 H 10.26208 1.25646 -1.00455  0.064
92 H 8.26701 3.50405 -0.38298  0.117
93 H 7.91339 1.79273 -0.22040  0.112
94 H 9.31423 1.18410 -3.03094  0.104
95 H 7.84389 1.62926 -3.88197  0.112
96 H 7.91669 -0.11725 -1.35900  0.070
97 H 7.66416 -0.67855 -3.00717  0.079
98 H 6.46468 0.36660 -2.23569  0.072

Results
- Kohn-Sham gap: 7.37 eV
- E_LUMO: 2.36 eV
- Charge: -1

=====

What are the HOMO values for these records? In order: -3.3 -5.0 eV.